Density functional theory data (ωB97M-V with the def2-TZVPD basis set) for C25H38AsBr2FNNiO4SSi3 as an isolated structure in a non-equilibrium geometry.

CARTESIAN COORDINATES (ANGSTROEM)
Br 1.32840 0.75250 5.54570
Br 6.61381 -0.36252 3.89639
As -0.51290 1.91943 -0.03794
Ni 0.41849 -0.14323 0.73092
S 1.53801 -2.31686 -0.17266
Si 0.64809 3.95508 0.15987
Si -2.46462 2.26628 1.25854
Si -1.23536 1.88538 -2.26172
F -1.31018 -0.84377 1.05946
O 0.78949 -1.33057 -0.98907
O 0.86864 0.89280 2.50177
O 1.49241 -1.91086 1.24733
O 2.85709 -2.61184 -0.67549
N 2.63390 0.70123 0.51326
C 0.28963 -6.06159 0.53778
C -1.11580 -5.18101 -1.18918
C 3.90261 0.24371 4.42770
C -1.87483 3.46553 -3.03609
C 4.81632 0.07288 3.42859
C 0.25844 1.34918 -3.24928
C 2.09052 0.66757 2.82207
C 2.02992 3.99959 -1.10328
C 5.29660 0.00972 0.96382
C 0.98124 -4.86616 0.59888
C -0.39734 5.46413 -0.21916
C 0.61822 -3.82413 -0.25082
C -3.32002 3.88644 0.80725
C -3.71307 0.91851 1.00782
C 4.80946 0.14462 -0.30232
C 1.33479 4.18016 1.88362
C -0.76552 -6.23716 -0.36043
C 4.44110 0.20731 2.06998
C 3.46133 0.49610 -0.48120
C 2.56601 0.54390 4.12666
C 3.09692 0.53661 1.78548
C -2.55791 0.56762 -2.35840
C -1.50879 -7.54851 -0.41388
C -0.43254 -3.97105 -1.13605
C -1.91941 2.36023 3.03073
H -2.77273 2.54918 3.68972
H 0.25875 6.34258 -0.21480
H 0.02680 1.27426 -4.31608
H -2.06271 -7.72315 0.51168
H -2.67864 3.92701 -2.45693
H -2.26474 3.22898 -4.03206
H 5.43529 -0.03560 -1.16673
H -2.37618 -0.18916 -1.58654
H 0.71858 4.88454 2.45000
H -0.81786 -8.38388 -0.54410
H -3.23309 4.11961 -0.25652
H 4.20242 0.13007 5.46011
H 3.04715 0.59012 -1.48088
H 1.79509 -4.72355 1.29972
H -3.55184 0.99082 -2.19113
H 1.07940 2.06189 -3.12308
H -3.21256 -0.05172 1.08014
H -0.71766 -3.13379 -1.76125
H -4.19963 0.99844 0.03161
H -1.94304 -5.29748 -1.88137
H -2.55077 0.07438 -3.33563
H -1.17587 5.61927 0.53003
H 0.56351 -6.87345 1.20334
H 2.74388 4.78667 -0.84058
H 6.32858 -0.26803 1.13359
H -2.22090 -7.56496 -1.23981
H -1.07326 4.20118 -3.15238
H 0.60249 0.37252 -2.89095
H 2.35560 4.57055 1.84019
H 2.56874 3.05349 -1.14534
H -2.90361 4.72563 1.37067
H 1.63524 4.21664 -2.10157
H -1.18091 3.15445 3.17100
H 1.34965 3.23064 2.42652
H -4.48090 0.99981 1.78583
H -1.43564 1.42197 3.31563
H -0.88121 5.40220 -1.19754
H -4.38485 3.81003 1.05322

* <S²>: 2.01
* E_LUMO (spin up / spin down): 2.54 / 2.54 eV
* spin multiplicity: 3
* HOMO energy (spin up / spin down): -0.1738 / -0.1738 hartree
* net charge: -1
* energy relative to the best compared isomer or geometry (same formula, charge and spin): 19.4 kcal per mole
* strongest force on any atom: 1.2 eV Å⁻¹